(1)
A 2-piece molecular cluster, C5H13NO2 overall, computed with ωB97M-V/def2-TZVPD.

Structure (XYZ):
```
21
Properties=species:S:1:pos:R:3
C -1.49145 -0.40538 -0.01114
C -1.26920 -1.27557 -1.27508
C -0.14634 0.29571 0.27279
N 0.75281 -0.23314 1.12468
C 1.98802 0.50453 1.37987
C 0.51304 -1.46584 1.84454
O 0.02745 1.34546 -0.32995
H -2.13005 0.40083 -0.35447
H -1.97237 -0.94179 0.79991
H -0.98478 -0.60121 -2.07677
H -2.22186 -1.72517 -1.56418
H -0.51605 -2.05784 -1.22326
H 2.06082 0.72865 2.43883
H 2.00042 1.33806 0.68475
H 2.84947 -0.05179 1.01162
H -0.44403 -1.86413 1.51395
H 0.26433 -1.21184 2.88204
H 1.30406 -2.20384 1.80800
H 0.42581 3.52119 -3.30274
H -0.54460 2.72068 -2.38615
O -0.46549 3.18242 -3.23722
```

Its HOMO-LUMO gap is 10.23 eV.



(2)
A 2-piece molecular cluster, C5H13NO2 overall, computed with ωB97M-V/def2-TZVPD.

Structure (XYZ):
```
21
Properties=species:S:1:pos:R:3
C 0.44951 1.00412 0.52849
C 0.08450 2.43735 0.26196
C -0.68301 0.05685 0.26944
N -0.50578 -1.24622 0.60997
C 0.65772 -1.91724 1.14591
C 0.20297 -3.11932 2.02061
O -1.74330 0.40634 -0.21110
H 1.22418 0.62853 -0.16094
H 0.90314 0.83605 1.50883
H -0.74786 2.71286 0.93257
H 0.76223 3.25646 0.47723
H -0.53277 2.49009 -0.63927
H -1.29617 -1.85659 0.47591
H 1.34990 -2.32127 0.40168
H 1.18102 -1.23624 1.81390
H -0.87556 -3.03232 2.21056
H 0.50051 -2.91851 3.05825
H 0.35446 -4.16347 1.77244
H 0.07150 2.00721 -4.22547
H 1.24879 2.82416 -4.01780
O 0.93888 1.91332 -3.86301
```

Its HOMO-LUMO gap is 10.29 eV.



Which one sits at the bottom of the stability order? (2) does.